No. 1
A molecular structure, C46H49IrN5O3P at a distorted geometry. Source: OMol25; level of theory: ωB97M-V/def2-TZVPD.

```
105
Properties=species:S:1:pos:R:3:forces:R:3
Ir 0.0969 -0.3164 -0.2283 -0.81 -2.86 -0.28
C 3.2788 1.1671 -3.4027 -0.04 0.00 0.08
C 4.0307 0.7856 -2.1225 -0.26 0.06 0.01
C 3.8364 1.7537 -0.9534 0.12 -0.02 -0.16
N 2.7047 0.4506 0.6138 1.08 -0.81 0.03
C 2.3872 0.7736 1.9577 -0.54 0.42 -0.32
C 3.4568 1.1437 2.7076 -0.02 0.07 0.15
C 3.5647 1.7140 4.0125 0.14 -0.05 -0.16
C 2.5727 2.1420 4.8132 -0.10 0.19 0.18
C 1.1726 1.9965 4.5871 0.06 -0.04 0.19
C 0.5170 1.3066 3.6324 0.10 -0.20 0.06
C 0.9868 0.6095 2.4478 0.28 -0.51 0.02
N 0.1654 -0.1792 1.8085 -0.15 -0.09 0.49
C -1.0280 -0.7093 2.4706 -0.36 0.60 -0.06
C -2.3292 -0.0198 2.0253 0.16 -0.09 -0.25
C -2.8873 -0.4834 0.6721 0.07 0.10 0.04
N -1.9961 -0.1598 -0.4238 -0.02 0.16 -0.02
C -2.4193 0.0675 -1.6421 -0.03 0.25 0.12
C -3.7751 -0.1154 -2.0345 0.00 -0.08 -0.07
C -4.4773 0.4401 -3.0796 0.06 0.09 0.03
C -4.0386 1.3267 -4.0608 -0.09 0.03 -0.03
C -2.7223 1.6348 -4.3385 0.01 -0.17 0.00
C -1.5490 1.1427 -3.7748 0.00 0.07 -0.03
C -1.3344 0.3942 -2.6070 -0.03 0.04 0.04
N -0.1263 -0.0133 -2.2269 -0.17 0.30 0.03
C 1.0000 0.0021 -3.1555 0.10 0.18 0.12
C 1.7661 1.3359 -3.2401 0.07 -0.14 -0.04
H 3.4819 0.4176 -4.1744 0.07 0.04 -0.02
H 3.6943 2.1125 -3.7643 0.00 -0.02 -0.06
H 5.1004 0.7632 -2.3458 0.01 -0.08 0.02
H 3.7474 -0.2193 -1.8007 0.10 -0.01 0.03
H 3.7992 2.7857 -1.3130 -0.01 0.00 -0.01
H 4.6743 1.6650 -0.2582 -0.03 0.03 0.06
H 4.3964 0.9707 2.1984 0.03 0.13 -0.01
H 4.5722 1.8807 4.3745 0.04 -0.03 -0.12
H 2.8722 2.6584 5.7170 -0.12 -0.07 0.07
H 0.5247 2.4560 5.3258 0.09 0.05 0.04
H -0.5559 1.2856 3.7671 -0.02 0.15 -0.22
H -0.9238 -0.6492 3.5544 0.01 -0.06 0.00
H -1.0929 -1.7611 2.2108 0.01 0.10 -0.01
H -2.1577 1.0582 1.9721 -0.07 0.01 0.08
H -3.0961 -0.2168 2.7770 0.00 0.04 0.02
H -3.8574 0.0005 0.5311 -0.03 -0.06 -0.02
H -3.0542 -1.5704 0.7034 -0.08 0.01 0.02
H -4.3477 -0.7593 -1.3777 -0.02 0.04 0.02
H -5.5319 0.1868 -3.1149 0.00 0.00 0.05
H -4.7971 1.7784 -4.6871 0.02 -0.04 -0.04
H -2.5709 2.3261 -5.1612 0.03 -0.04 -0.03
H -0.6432 1.4697 -4.2666 -0.01 0.02 0.02
H 0.6483 -0.2942 -4.1492 0.01 -0.07 0.01
H 1.6827 -0.7744 -2.8090 0.02 0.00 -0.01
H 1.5688 1.9090 -2.3422 -0.06 0.02 -0.03
H 1.3965 1.9172 -4.0883 -0.04 0.06 0.06
O 2.6142 1.5947 -0.2226 -0.14 0.25 0.15
C 2.0516 -0.6629 0.0404 -0.71 1.45 0.09
C 2.6657 -1.9253 0.1109 0.28 0.12 0.12
C 4.0188 -2.1414 0.4645 0.07 -0.03 0.02
C 4.5317 -3.4179 0.5057 -0.10 -0.01 -0.01
C 3.7258 -4.5215 0.1966 0.03 0.03 -0.02
C 2.3927 -4.3260 -0.1296 -0.02 0.01 -0.07
C 1.8646 -3.0405 -0.1865 -0.20 -0.50 0.19
P 0.1206 -2.6851 -0.5128 1.52 1.38 -1.01
C -0.6902 -4.1645 0.1680 -0.66 0.62 0.56
C -0.9164 -4.2491 1.5438 0.05 -0.16 -0.12
C -1.4664 -5.3937 2.0951 0.01 -0.01 0.01
C -1.7910 -6.4668 1.2760 0.00 -0.01 -0.03
C -1.5714 -6.3867 -0.0906 0.05 -0.02 0.02
C -1.0327 -5.2363 -0.6512 0.01 0.01 -0.04
C -0.1141 -2.9149 -2.3004 -0.19 -0.16 0.00
C 0.9299 -3.2626 -3.1475 -0.02 -0.05 0.09
C 0.6953 -3.4165 -4.5094 0.02 0.00 -0.01
C -0.5747 -3.2146 -5.0243 -0.01 -0.01 0.01
C -1.6222 -2.8609 -4.1787 0.00 0.01 0.01
C -1.3928 -2.7185 -2.8223 0.03 -0.18 -0.03
H 4.6378 -1.2858 0.7015 0.00 -0.01 -0.02
H 5.5641 -3.5740 0.7917 0.01 0.01 -0.04
H 4.1382 -5.5210 0.2160 -0.01 0.00 0.04
H 1.7625 -5.1816 -0.3426 0.00 -0.01 0.02
H -0.6407 -3.4266 2.1866 0.09 -0.16 0.05
H -1.6394 -5.4525 3.1616 0.02 0.00 0.00
H -2.2098 -7.3680 1.7041 -0.02 0.01 0.00
H -1.8158 -7.2247 -0.7298 -0.01 0.01 0.00
H -0.8667 -5.1869 -1.7186 -0.04 0.00 0.01
H 1.9237 -3.4099 -2.7424 0.01 -0.02 -0.05
H 1.5105 -3.6932 -5.1656 -0.01 0.00 0.01
H -0.7563 -3.3397 -6.0839 0.01 0.02 0.00
H -2.6141 -2.6953 -4.5795 0.00 0.00 0.01
H -2.2118 -2.4560 -2.1621 -0.02 -0.01 -0.03
O 0.2337 3.3994 -1.4474 0.05 -0.02 0.00
C -0.3961 3.1885 -0.3235 -0.21 0.08 0.11
O -0.4997 2.1026 0.2177 0.52 -0.35 -0.13
C -1.0324 4.4430 0.2877 0.14 -0.01 0.06
N -0.6723 5.5977 -0.5473 0.05 0.06 0.04
C 0.2394 6.4846 0.2154 0.06 -0.04 -0.02
C 0.7764 5.5945 1.3333 -0.12 0.00 -0.04
C -0.4311 4.7183 1.6715 0.08 -0.03 0.00
H -2.1073 4.2639 0.3282 -0.01 0.03 -0.04
H -1.4736 6.0935 -0.9085 -0.04 -0.04 0.00
H 0.1358 4.3843 -1.5849 -0.09 0.01 -0.02
H -0.2960 7.3397 0.6345 -0.04 -0.01 -0.02
H 1.0257 6.8604 -0.4374 0.00 0.04 0.02
H 1.1300 6.1767 2.1816 0.05 -0.03 0.00
H 1.5989 4.9741 0.9679 0.02 0.02 0.02
H -1.1431 5.2716 2.2853 -0.03 -0.01 -0.01
H -0.1667 3.7946 2.1843 -0.04 0.02 0.03
```
Positions in Å, forces in eV/Å.

Calculated values
**LUMO level (alpha / beta)**: -2.83 / -3.01 eV
**Relative energy (zero: lowest compared OMol25 entry of this formula, charge and spin)**: 29.0 kcal per mole
**Spin multiplicity**: 2
**Charge**: +1
**Highest occupied orbital energy (alpha / beta)**: -8.43 / -8.89 eV
**HOMO-LUMO gap (alpha / beta)**: 5.6 / 5.9 eV
**Energy**: -74210.6331 eV
**<S²>**: 0.782
**Largest force on an atom**: 0.0581 hartree/bohr

Atom charges from the Löwdin analysis, given in e for atoms 1 to 8: Ir 1.262; C -0.189; C -0.163; C -0.166; N -0.125; C -0.099; C 0.030; C -0.052

---

No. 2
5 unconnected molecules or ions with the total composition C36H48N2O14 at a distorted geometry. Source: OMol25; level of theory: ωB97M-V/def2-TZVPD.

```
100
Properties=species:S:1:pos:R:3:forces:R:3
O 5.8162 -5.7706 6.7995 0.20 -0.15 -0.56
C 6.2830 -5.3670 5.7776 0.46 2.06 -1.86
N 6.9338 -6.1331 4.7086 -0.96 0.20 0.19
C 7.5778 -5.2423 3.7509 0.13 1.27 -0.14
O 8.4061 -5.6252 2.9714 -0.65 0.17 0.24
C 7.0589 -3.7925 3.9659 -0.77 -0.39 1.45
C 7.2254 -2.5855 3.1911 -1.33 -0.26 2.40
C 6.5798 -1.3483 3.7133 0.64 -2.08 0.42
C 6.7394 -0.0684 2.8408 -1.20 0.13 -0.39
C 5.6701 1.0695 3.1714 0.93 -0.14 -0.30
C 4.3730 0.8776 2.3097 0.31 0.52 -0.60
C 3.1887 1.8697 2.6337 -0.44 -0.63 0.53
C 3.1245 2.3858 4.1292 -0.49 0.59 -0.64
C 1.6165 2.6854 4.5035 -0.02 0.84 0.80
C 1.1900 2.2301 5.9513 0.06 -0.06 0.26
C 1.5443 0.7287 6.3001 -0.47 0.13 0.27
C 0.2881 -0.2373 6.4095 1.44 -0.69 0.18
C 0.6759 -1.6336 5.7346 -1.39 0.25 -0.06
C -0.6504 -2.3460 5.2587 0.07 -0.57 0.15
C -0.4279 -3.4189 4.1265 -0.21 0.42 1.25
N -0.1357 -2.8155 2.8097 -0.05 -1.03 0.26
C -0.2211 -1.4865 2.4091 1.24 -0.74 -3.11
C 0.2324 -1.4563 1.0105 -0.47 -2.00 1.80
C 0.5532 -2.8731 0.6300 -0.99 0.98 2.62
C 0.2871 -3.6859 1.8157 0.69 2.61 -3.00
C 5.8633 -1.4409 4.9819 0.44 -1.52 -0.20
C 5.7086 -2.6934 5.7508 1.19 -0.46 -1.82
C 6.3020 -3.9141 5.2284 0.23 3.06 -0.91
H 6.1492 -6.5433 4.1800 0.64 -0.68 0.38
H 7.8139 -2.6164 2.2483 -0.58 0.17 0.84
H 7.7906 0.3296 2.8069 -0.95 -0.51 0.43
H 6.5072 -0.3850 1.7789 0.43 0.21 1.04
H 6.1372 2.0667 2.9210 -0.53 -0.95 0.25
H 5.5107 1.0733 4.2769 -0.12 0.11 -0.98
H 4.6749 1.0847 1.2385 -0.25 -0.36 1.05
H 4.0342 -0.1991 2.3057 0.25 1.07 0.35
H 3.1483 2.7635 1.9499 0.29 -0.96 0.59
H 2.2267 1.3095 2.4382 1.02 0.55 0.09
H 3.6034 1.7107 4.8802 -0.51 0.33 -0.78
H 3.6986 3.3589 4.1725 -0.51 -1.04 0.14
H 1.4959 3.8094 4.4708 -0.11 -1.14 -0.04
H 0.8700 2.2810 3.7702 0.91 0.11 0.46
H 0.0767 2.3650 6.0634 1.03 -0.05 -0.13
H 1.6555 2.9043 6.7252 -0.34 -0.57 -0.84
H 2.0914 0.6924 7.2868 -0.44 0.03 -1.07
H 2.2263 0.2945 5.5263 -0.49 0.49 0.62
H 0.1057 -0.4321 7.5006 -0.11 0.21 -0.97
H -0.6574 0.1876 5.9880 0.92 -0.26 0.08
H 1.3268 -1.4947 4.8298 -0.44 0.05 0.92
H 1.2025 -2.2797 6.4931 -0.37 0.61 -0.90
H -1.1082 -2.8714 6.1441 0.33 0.45 -0.89
H -1.4060 -1.5849 4.9239 0.70 -0.69 0.22
H 0.4500 -4.0513 4.4335 -0.76 0.53 -0.41
H -1.3235 -4.0982 4.0567 0.80 0.74 -0.07
H -0.5585 -0.6463 3.0513 0.38 -1.06 -0.50
H 0.2936 -0.5550 0.3553 -0.05 -0.98 0.82
H 0.9234 -3.2092 -0.3598 -0.38 0.22 1.01
H 0.4062 -4.7906 1.8929 -0.25 1.30 0.42
H 5.3915 -0.5420 5.4333 0.42 -0.74 -0.55
H 5.1471 -2.7461 6.7085 0.45 0.33 -0.86
O 1.9087 2.1832 -0.8347 -0.24 -0.03 -0.10
C 0.9698 2.0108 -1.5473 0.43 0.02 0.14
O -0.3243 2.0066 -1.1238 0.38 -0.04 -0.11
C -1.1504 1.9989 -2.2861 -0.57 0.06 -0.03
C -0.2494 1.4081 -3.3320 -0.20 -0.16 -0.70
O 1.0506 1.7911 -2.8852 -0.13 0.12 0.59
H -2.0475 1.4032 -2.1215 0.11 0.02 0.19
H -1.4444 3.0259 -2.5180 0.05 -0.03 -0.01
H -0.3047 0.3161 -3.3634 0.02 0.03 0.08
H -0.4519 1.8015 -4.3270 0.28 -0.03 0.18
O -1.1662 1.7818 -6.3065 -0.38 -0.07 -0.10
C -2.3039 1.4309 -6.2422 0.31 0.09 -0.18
O -3.1105 1.6385 -5.1658 0.42 -0.19 -0.37
C -4.4375 1.2849 -5.5591 -0.64 0.22 0.39
C -4.2065 0.3325 -6.6937 -0.46 -0.52 -0.26
O -2.9614 0.7722 -7.2321 0.22 0.32 0.42
H -4.9790 0.8269 -4.7320 0.19 0.06 0.06
H -4.9646 2.1854 -5.8716 0.09 -0.09 -0.04
H -4.1000 -0.7020 -6.3571 0.03 0.04 -0.02
H -4.9950 0.3808 -7.4439 0.16 0.08 -0.06
O -6.8738 2.8006 -6.8648 -0.12 0.19 0.15
C -7.3196 3.6696 -6.1787 0.02 -0.16 -0.25
O -8.0128 3.4591 -5.0304 0.26 0.08 -0.43
C -8.1712 4.7244 -4.3925 -0.21 0.15 0.62
C -8.0459 5.6911 -5.5363 -0.21 0.64 0.00
O -7.1989 4.9943 -6.4469 -0.01 -0.51 0.15
H -9.1367 4.7898 -3.8928 0.04 -0.22 -0.07
H -7.3786 4.8476 -3.6504 0.00 -0.02 -0.06
H -9.0030 5.8891 -6.0250 0.04 -0.06 0.01
H -7.5995 6.6383 -5.2366 0.12 -0.10 -0.17
O -7.6966 -3.2918 -9.8113 0.17 0.28 -0.06
C -7.1074 -2.2951 -10.0807 -0.31 -0.46 0.09
O -7.6642 -1.2116 -10.6892 0.30 -0.30 0.17
C -6.7107 -0.1545 -10.6302 -0.14 0.58 -0.10
C -5.4074 -0.8897 -10.4895 0.63 0.23 -0.11
O -5.7859 -2.0886 -9.8216 -0.44 0.09 -0.05
H -6.7514 0.4570 -11.5308 -0.16 -0.14 0.01
H -6.9330 0.4750 -9.7641 0.01 -0.04 -0.01
H -4.9661 -1.1479 -11.4555 -0.04 0.00 0.03
H -4.6763 -0.3326 -9.9038 0.00 -0.19 0.06
```
Positions in Å, forces in eV/Å.

Calculated values
**SMILES string**: O=C1NC(=O)c2cc(CCCCCCCCCCCCn3cccc3)ccc21.O=C1OCCO1.O=C1OCCO1.O=C1OCCO1.O=C1OCCO1
**LUMO level**: -0.21 eV
**Spin multiplicity**: 1
**Charge**: 0
**Highest occupied orbital energy**: -7.98 eV
**HOMO-LUMO gap**: 7.8 eV
**Energy**: -69753.0769 eV
**Largest force on an atom**: 0.0784 hartree/bohr

Atom charges from the Löwdin analysis, given in e for atoms 1 to 8: O 0.129; C -0.373; N 0.121; C -0.381; O 0.121; C -0.057; C 0.052; C -0.157

---

No. 3
A molecular structure, C20H41N2P3RuS at a distorted geometry. Source: OMol25; level of theory: ωB97M-V/def2-TZVPD.

```
68
Properties=species:S:1:pos:R:3:forces:R:3
Ru 0.7593 -0.9655 -0.1614 1.02 -1.22 1.12
P 0.1592 -3.1290 -0.5623 -0.64 -2.73 -0.78
P 1.9529 -0.3528 -2.0670 1.84 1.32 -2.88
P -1.1855 -0.0743 -0.8826 -3.14 1.15 -1.50
H 1.5000 0.6855 2.0146 -0.15 -0.06 -0.47
C 0.5219 0.3914 1.6269 -0.63 -1.10 2.34
C 0.0427 -0.9130 1.9532 0.25 2.58 1.45
H 0.6813 -1.5455 2.5669 0.02 -0.21 -0.45
C 1.0988 -4.5649 0.0988 0.10 0.13 0.11
C 0.0379 -3.6113 -2.3292 -0.10 0.00 0.09
C -1.4880 -3.5490 0.1329 -0.07 0.22 0.03
C 2.5541 1.3611 -1.7903 -0.01 0.03 0.09
C 3.5145 -1.1383 -2.6592 0.16 -0.23 0.16
C 1.1075 -0.2609 -3.7005 -0.12 -0.01 0.01
C -2.5184 -0.0049 0.3733 -0.25 0.22 0.11
C -2.1096 -0.7676 -2.3021 -0.30 0.33 -0.17
C -0.9643 1.6765 -1.3625 -0.30 0.42 0.02
H -0.1865 1.2199 1.5415 0.18 -0.29 -0.44
H -1.0271 -1.0753 2.0845 0.28 -0.12 -0.39
H 1.3094 -4.4076 1.1681 0.03 -0.14 -0.35
H 2.0403 -4.7088 -0.4556 -0.46 -0.04 0.31
H 0.4646 -5.4605 -0.0199 0.33 0.33 0.04
H 1.0263 -3.5198 -2.8053 -0.33 -0.04 0.10
H -0.6954 -2.9952 -2.8679 0.30 -0.23 0.15
H -0.2768 -4.6660 -2.3640 0.10 0.31 -0.11
H -1.4581 -3.3852 1.2207 -0.11 -0.12 -0.34
H -1.6648 -4.6173 -0.0685 -0.04 0.39 0.06
H -2.2943 -2.9495 -0.3127 0.27 -0.28 0.20
H 3.0957 1.7218 -2.6777 -0.18 -0.13 0.23
H 3.2453 1.3488 -0.9362 -0.17 0.07 -0.19
H 1.7220 2.0417 -1.5708 0.32 -0.17 -0.03
H 3.8367 -0.6501 -3.5941 -0.20 -0.11 0.38
H 3.3439 -2.2046 -2.8691 0.14 0.32 -0.02
H 4.3135 -1.0279 -1.9117 -0.28 -0.08 -0.25
H 1.8466 0.0359 -4.4590 -0.21 -0.02 0.27
H 0.2897 0.4672 -3.7148 0.17 -0.24 -0.02
H 0.7236 -1.2513 -3.9774 0.05 0.25 0.05
H -3.4074 0.4908 -0.0418 0.21 -0.16 0.02
H -2.2032 0.5632 1.2566 -0.09 -0.19 -0.23
H -2.8004 -1.0179 0.6862 0.06 0.25 -0.12
H -2.9583 -0.1075 -2.5291 0.13 -0.18 0.00
H -2.5146 -1.7580 -2.0650 0.14 0.22 -0.06
H -1.4855 -0.8328 -3.1993 -0.13 -0.04 0.23
H -1.9357 2.1481 -1.5615 0.10 -0.17 -0.10
H -0.3502 1.7818 -2.2631 -0.18 -0.08 0.23
H -0.4816 2.2273 -0.5461 0.02 -0.18 -0.17
C -3.1587 4.6424 2.0748 0.12 0.73 0.44
C -2.9818 6.0282 1.8553 0.08 -2.25 -1.24
C -3.0797 6.9111 2.9391 -0.35 1.00 1.98
C -3.4261 6.4377 4.2079 0.01 0.36 0.07
C -3.7418 5.0912 4.3960 -0.12 1.75 1.03
C -3.6583 4.2065 3.3259 0.72 -0.96 -2.72
S -2.8397 3.3846 0.9083 0.14 -0.73 -0.94
H -2.0049 3.8610 -0.0893 -0.72 0.52 1.14
H -2.7604 6.3793 0.8426 -0.06 0.01 0.43
H -2.8685 7.9733 2.7773 -0.08 -0.38 0.15
H -3.4489 7.1177 5.0531 -0.06 -0.05 -0.16
H -4.0427 4.7037 5.3661 0.06 0.21 -0.06
H -3.9385 3.1578 3.4318 0.07 0.25 0.12
N 4.5327 -2.9138 0.9001 -0.16 0.10 0.23
C 4.3696 -2.1845 2.0692 -1.22 0.40 -0.83
C 3.2247 -1.4368 1.8839 1.19 -1.16 -0.58
N 2.7075 -1.7157 0.6239 1.49 -0.47 0.66
C 3.5120 -2.6137 0.0699 0.43 0.08 0.54
H 5.2734 -3.5866 0.6968 -0.31 0.36 0.20
H 5.0111 -2.2462 2.9150 0.45 -0.14 0.26
H 2.7377 -0.7699 2.5632 0.11 0.13 0.16
H 3.3996 -3.0758 -0.9070 0.07 0.26 0.39
```
Positions in Å, forces in eV/Å.

Calculated values
**LUMO level (alpha / beta)**: -7.94 / -12.34 eV
**Relative energy (zero: lowest compared OMol25 entry of this formula, charge and spin)**: 0.0 kcal per mole
**Spin multiplicity**: 6
**Charge**: +3
**Highest occupied orbital energy (alpha / beta)**: -13.37 / -16.85 eV
**HOMO-LUMO gap (alpha / beta)**: 5.4 / 4.5 eV
**Energy**: -65639.6238 eV
**<S²>**: 8.783
**Largest force on an atom**: 0.0713 hartree/bohr

Atom charges from the natural (NBO) analysis, given in e for atoms 1 to 8: Ru 0.583; P 1.028; P 0.964; P 0.947; H 0.239; C -0.510; C -0.492; H 0.253

---

> What is the formula in the second record?

C36H48N2O14

---

> Among the records above, which one has the highest spin multiplicity?

C20H41N2P3RuS

---

> Which value of energy does entry 2 give?

-69753.0769 eV

---

> The highest charge belongs to which entry?

C20H41N2P3RuS